89
Properties=species:S:1:pos:R:3:forces:R:3 method="wB97M-V/def2-TZVPD" lumo_ev=-3.7713 largest_force_ev_per_a=2.164 spin_multiplicity=1 charge=+1
K 16.100084 16.502658 25.072125 -0.293 -0.816 0.079
K 19.635003 15.090134 23.214331 -0.190 -0.726 -0.270
C 16.382130 11.781047 24.263705 0.306 0.391 -0.123
C 16.759236 13.184751 24.736383 -1.189 0.082 0.321
O 16.559656 13.478474 25.949212 0.288 0.091 -0.033
O 17.101288 14.023480 23.864208 0.608 0.600 -0.278
H 16.018633 11.163550 25.080226 0.285 -0.119 0.018
H 17.249914 11.367022 23.745578 -0.138 -0.335 0.112
H 15.585687 11.848307 23.519521 0.012 0.144 -0.012
C 13.459066 14.084286 24.493673 -0.404 -0.444 -0.288
O 14.007930 14.498797 25.728667 0.563 0.409 -0.148
H 12.989398 13.098679 24.595920 -0.001 0.085 -0.095
H 12.685370 14.787322 24.180648 0.024 0.030 0.207
H 14.181218 14.013209 23.668746 0.182 0.070 0.212
H 14.800126 13.949539 25.916242 -0.186 0.097 0.070
O 18.664148 13.368237 18.658590 -0.345 0.493 0.544
S 17.901001 13.677537 19.825789 -1.497 -0.579 -1.171
O 18.412942 14.570541 20.822871 0.411 0.294 0.558
O 16.489319 14.320110 19.306805 1.523 -0.360 -0.129
C 15.481332 14.528199 20.280615 -0.998 0.118 1.005
C 14.965133 15.955677 20.225716 0.121 -0.041 -0.408
C 17.316797 12.160221 20.536485 0.001 0.033 0.722
H 15.824946 14.305479 21.298388 0.248 -0.031 -0.168
H 14.662295 13.832503 20.067330 0.116 0.017 -0.064
H 14.146029 16.143089 20.921248 0.018 -0.277 0.115
H 14.570711 16.135471 19.224945 0.129 0.239 0.016
H 15.766494 16.662827 20.444338 0.009 0.012 -0.142
H 18.129260 11.438386 20.505150 -0.044 -0.035 -0.175
H 16.418954 11.822388 20.025682 0.283 -0.072 -0.459
H 17.034160 12.293986 21.580127 0.224 0.324 0.022
O 20.339791 13.922080 25.720933 0.306 -0.084 -0.413
S 20.608178 14.005789 27.134617 -0.202 1.234 0.720
O 20.829691 12.803459 27.882443 -0.286 0.397 -0.385
O 21.803810 15.021574 27.441206 -0.663 -0.316 -0.299
C 23.156847 14.523027 27.430498 1.210 0.266 -0.004
C 23.704876 14.387493 26.023512 -0.334 -0.584 -0.353
C 19.293987 15.060212 27.800200 0.659 -1.969 0.611
H 23.256755 13.622580 28.036093 -0.417 -0.238 -0.297
H 23.750433 15.260406 27.972580 -0.339 0.231 -0.008
H 23.051729 13.763956 25.406116 0.043 -0.099 0.105
H 24.672615 13.886551 26.040141 0.046 0.110 0.098
H 23.808887 15.331272 25.489779 0.025 0.171 0.294
H 18.415603 14.410810 27.790548 -0.160 0.211 -0.374
H 19.192828 15.951475 27.198925 0.118 0.146 0.106
H 19.566665 15.180415 28.847086 -0.040 0.621 -0.076
O 15.004572 11.779089 31.454431 0.865 -0.149 0.013
S 16.347604 11.270433 31.576200 0.480 -0.284 0.173
O 16.701898 10.318555 32.594545 -0.367 0.737 -0.778
O 16.781273 10.567307 30.194300 0.029 0.308 0.714
C 16.719285 11.309895 28.962066 0.139 -0.372 -0.261
C 18.017383 11.103100 28.169333 -0.853 0.386 1.638
C 17.534727 12.654716 31.620971 -1.133 -0.294 -0.376
H 16.597813 12.382922 29.118631 -0.173 -0.050 0.266
H 15.833710 10.947011 28.442570 0.029 0.065 -0.184
H 17.855959 11.799089 27.345570 0.671 -0.551 -0.593
H 18.232228 10.048596 28.016780 -0.302 0.026 -0.793
H 18.827986 11.424817 28.825783 0.111 0.356 -0.282
H 17.064747 13.456914 31.052902 0.129 0.045 0.000
H 18.440765 12.314658 31.131141 0.182 -0.003 0.276
H 17.660331 12.986815 32.646092 0.125 -0.239 0.073
O 16.932784 8.652583 20.276879 0.594 -0.051 0.470
S 18.039404 8.330796 21.144619 -0.163 0.315 0.112
O 18.858477 9.415089 21.650948 -0.293 -0.405 -0.332
O 17.505019 7.516667 22.413033 0.665 -0.303 -1.097
C 16.479436 8.047151 23.251588 -1.611 -0.277 0.873
C 17.035714 8.242898 24.641808 0.688 0.348 0.497
C 19.073387 7.066119 20.371694 -1.165 0.203 1.227
H 15.642278 7.342493 23.253629 0.359 -0.329 -0.010
H 15.969334 8.936600 22.872994 0.748 0.310 -0.265
H 16.354198 8.705806 25.357695 -0.233 0.266 -0.475
H 17.929332 8.864964 24.532198 -0.101 0.126 0.259
H 17.357763 7.348868 25.179816 -0.032 -0.347 -0.608
H 19.748307 6.723029 21.151483 0.312 0.110 -0.224
H 19.538722 7.497030 19.494348 0.089 0.071 0.032
H 18.378111 6.261590 20.140431 0.103 0.003 -0.278
C 12.489528 10.503754 26.351333 1.331 0.149 0.506
N 12.660922 9.149539 25.759293 -0.396 0.101 -0.158
O 11.776612 8.348541 25.920022 -0.219 -0.148 0.129
O 13.673755 8.950532 25.118739 0.386 -0.013 -0.146
H 13.486436 10.940308 26.313210 -0.152 0.238 -0.263
H 12.270025 10.403115 27.410317 -0.632 -0.115 -0.156
H 11.781681 11.082360 25.771620 -0.253 -0.168 0.099
C 20.047777 11.091813 24.457210 0.361 -0.838 -0.019
N 20.838700 11.751812 23.381706 -0.197 0.352 0.009
O 22.040971 11.668685 23.391588 -0.012 -0.031 0.163
O 20.193017 12.314494 22.501091 0.065 0.196 0.378
H 19.190924 11.691267 24.729643 -0.082 0.048 -0.304
H 20.648776 10.877326 25.335835 0.326 0.295 -0.171
H 19.801137 10.136105 23.988776 -0.453 0.121 0.103